The following is a DFT calculation (ωB97M-V/def2-TZVPD) of a molecular structure, C25H36NO2Tb.

2S+1 ... 7
Highest occupied orbital energy (alpha / beta) ... -6.176 / -6.176 eV
Frontier orbital gap (alpha / beta) ... 6.294 / 6.468 eV
Total charge ... 0
ΔE to the lowest compared entry with this formula, charge and spin ... 41.2 kcal/mol

Cartesian coordinates (Å):
Tb 0.30469 0.58869 -0.62383
O -2.20003 1.26431 -4.79008
O -0.25512 3.99919 -3.56024
N -1.55963 -0.10841 1.09573
C 1.69001 2.64416 -0.80051
C -2.85834 0.00072 -5.07800
C -3.71091 -0.69776 1.56182
C 0.80059 -1.88496 -0.49078
C 0.68285 2.05586 1.21548
C -2.88109 -1.54335 2.32030
C 0.55545 4.97631 -4.30694
C -3.42611 1.32929 0.08106
C -2.88531 0.20485 0.86234
C -1.55816 -1.12268 2.06098
C -1.79106 -0.80471 -5.92641
C 0.66367 6.31085 -3.53752
C -1.11941 3.93900 -4.76932
C 1.76312 -1.25294 0.36125
C -0.45419 -0.17778 -5.42073
C 2.30327 -0.76747 -1.83916
C -0.91446 0.69210 -4.21372
C -0.28526 2.75086 0.41010
C -0.36964 -1.63254 2.77042
C -0.37593 4.96453 -5.58378
C 2.65699 -0.51977 -0.48180
C 0.32523 3.06554 -0.84306
C 1.92126 4.39807 -4.62608
C 1.92895 2.06592 0.48950
C 1.16207 -1.61616 -1.86252
H -0.10431 0.51860 -6.20256
H -2.78159 1.60962 -0.77829
H -1.30567 3.00422 0.72138
H 1.00442 6.07986 -2.50205
H 1.38801 7.02203 -3.99923
H -0.30809 6.81918 -3.49184
H 1.87022 -1.35951 1.44147
H 1.84295 3.54634 -5.32180
H -0.09696 -2.44030 -0.16033
H 0.20503 -2.31346 2.12223
H -1.12987 0.05737 -3.28393
H -3.16831 -2.34853 2.99960
H -3.04134 -0.55210 -4.11444
H 0.73713 -2.09952 -2.76322
H -0.13785 3.53220 -1.72359
H 3.52185 0.04973 -0.15456
H -4.78722 -0.73578 1.47598
H 2.43775 4.05758 -3.72236
H -4.42071 1.00041 -0.31239
H -2.15132 4.24201 -4.53330
H 0.08347 4.64464 -6.52588
H 0.28052 -0.80994 3.12401
H -3.61852 2.22113 0.71731
H -1.92215 -0.65028 -7.01740
H -0.99593 5.84280 -5.74309
H -0.69974 -2.21396 3.64948
H 2.86101 1.61832 0.85791
H 0.51827 1.60769 2.20254
H -0.16901 1.46203 -3.94602
H 2.87900 -0.43847 -2.70432
H 2.42695 2.81399 -1.57793
H -3.87194 0.17980 -5.52240
H 2.56505 5.14264 -5.12402
H -1.03294 2.93124 -5.17468
H 0.35307 -0.90622 -5.24482
H -1.84954 -1.86932 -5.67425



The following is a DFT calculation (ωB97M-V/def2-TZVPD) of a molecular structure, C25H36O6PtSSeSi.

Highest occupied orbital energy (alpha / beta) ... -1.451 / -1.404 eV
Frontier orbital gap (alpha / beta) ... 5.940 / 5.894 eV
Total charge ... -2
ΔE to the lowest compared entry with this formula, charge and spin ... 24.6 kcal/mol

Cartesian coordinates (Å):
Pt -1.84949 0.96380 0.37347
Se -2.10509 -1.45734 0.65899
S -0.76971 3.01324 0.96712
Si 0.99666 -0.40115 -1.56458
O -3.75635 2.20935 0.33188
O 2.30064 0.09927 -0.66209
O -5.12058 3.93757 0.22535
O -0.36437 0.30979 -1.31715
O 1.03867 -2.04781 -1.35116
O 1.53620 -0.21563 -3.12995
C -3.16086 -1.93828 4.69026
C 1.92054 0.88416 -5.18240
C -1.95465 5.84804 3.47770
C 3.71422 0.70390 -3.40777
C 1.74758 2.20255 -3.05388
C 2.20946 0.88177 -3.66956
C 3.39753 0.97936 1.25088
C -3.95680 5.08807 2.43009
C -3.25665 4.17994 1.64259
C -1.86336 4.08773 1.80315
C -4.09983 3.38137 0.64769
C -2.45813 -3.55495 2.56567
C 1.35829 -3.47826 -3.22823
C 1.29940 -0.34534 1.50197
C 0.40730 -3.04284 -2.10046
C -0.90421 -2.56266 -2.71640
C -2.54535 -2.17136 2.37188
C -2.69466 -4.11301 3.80266
C 0.12446 -4.21928 -1.15360
C -3.03907 -3.30738 4.87836
C 3.39252 -1.48544 0.75206
C -3.33685 5.90252 3.35876
C 2.57297 -0.18617 0.68055
C -2.91770 -1.37385 3.45439
C -1.23979 4.96431 2.70363
H 0.66449 2.25571 -3.08340
H 3.69758 0.75272 2.27343
H 2.26256 -3.91705 -2.81064
H -1.53769 -2.15832 -1.93296
H 1.62615 -2.58730 -3.78786
H 3.59880 -1.74908 1.78788
H 2.81309 -2.27147 0.27847
H 3.83629 0.59743 -2.33394
H -1.43641 6.49218 4.17670
H 0.76051 -1.22440 1.16307
H 2.42860 1.71214 -5.67807
H -1.41373 -3.38377 -3.21864
H 0.84749 0.97327 -5.33412
H 0.65386 0.52110 1.34463
H -2.60414 -5.18457 3.94077
H -3.91305 6.57822 3.97853
H 2.79142 1.88056 1.24185
H 4.06954 -0.20346 -3.89330
H 0.87775 -4.19914 -3.88842
H -0.16322 4.90712 2.78090
H 4.33302 -1.36681 0.21514
H -0.69569 -1.76486 -3.41980
H -0.33222 -5.04678 -1.69581
H -3.44746 -1.30821 5.52290
H 2.18153 3.05129 -3.58405
H 2.04292 2.22775 -2.01067
H -3.20519 -3.74445 5.85545
H -0.54976 -3.87720 -0.37248
H -3.00519 -0.30540 3.30301
H 1.04798 -4.55945 -0.68848
H 1.53149 -0.44127 2.56072
H 4.29203 1.55633 -3.76618
H 4.28687 1.14849 0.64543
H -5.02811 5.13832 2.29494
H 2.25258 -0.05530 -5.62098
H -2.18763 -4.18033 1.72411



The following is a DFT calculation (ωB97M-V/def2-TZVPD) of a molecular structure, C25H37BiN7O2PS.

Highest occupied orbital energy ... -13.649 eV
Frontier orbital gap ... 8.009 eV
Total charge ... +2
ΔE to the lowest compared entry with this formula, charge and spin ... 6.7 kcal/mol

Cartesian coordinates (Å):
Bi -0.42006 -0.55104 0.01898
S 2.42315 -0.33443 5.55942
P -3.55846 -0.69258 -1.46837
O -2.65753 -0.56542 -0.23143
O -0.88172 1.28959 1.08081
N -5.13005 -0.42924 -1.17404
N 1.14441 0.51418 3.51274
N -3.45149 -2.22301 -2.00715
N -1.74069 2.14974 2.94287
N 1.93310 0.04596 0.60272
N -3.05269 0.40610 -2.56446
N 4.01214 0.31077 1.30171
C -7.07578 -0.42117 0.17482
C 4.85822 0.57462 -2.28946
C -2.52981 1.74746 -2.23840
C -5.93576 -1.31891 -0.30503
C -2.39431 -3.16785 -1.60984
C 2.72541 0.12939 1.65855
C -5.79963 0.87533 -1.36259
C 4.08232 0.37003 -0.07847
C -0.94126 -1.36678 2.01175
C -1.42553 1.10583 2.21050
C -4.22848 -4.33185 -2.64969
C 1.07431 0.39261 4.80649
C 3.54163 0.41582 -2.75046
C 3.17146 -0.46715 4.04055
C -2.27523 2.36351 -3.61052
C -7.24083 0.57465 -0.96927
C 2.35222 0.03383 3.07177
C 5.15303 0.55840 -0.94331
C -4.38213 -2.85256 -2.96808
C -1.79716 -0.28064 2.66702
C -3.39503 1.77507 -4.46364
C -3.47463 0.32826 -3.98342
C -2.72977 -4.44940 -2.38100
C 2.76872 0.20936 -0.51463
C 2.48552 0.23533 -1.88210
H -0.04640 -1.59404 2.58128
H 1.48149 0.12438 -2.27024
H -1.51889 -2.27390 1.84990
H -3.25836 2.33570 -1.67345
H -7.97979 -0.98693 0.38907
H -3.20538 1.84433 -5.53233
H -2.18814 -4.46124 -3.32792
H 0.22923 0.72255 5.39280
H -2.45266 -5.34333 -1.82629
H -1.53114 3.07900 2.60904
H -2.84174 -0.40872 2.36952
H -6.78306 0.10359 1.08649
H -5.69989 1.21380 -2.39269
H -4.56420 -4.97236 -3.46223
H -4.48087 -0.08566 -4.07555
H -4.80318 -4.58139 -1.75535
H -5.33803 -1.71346 0.51775
H -2.79102 -0.31481 -4.54161
H -7.76478 0.10815 -1.80545
H 3.35377 0.43793 -3.81460
H 5.65480 0.71488 -3.00615
H -1.30296 2.04162 -3.98938
H -7.78707 1.47153 -0.68564
H -6.31676 -2.16363 -0.88212
H -1.39657 -2.80657 -1.88619
H -2.42646 -3.33187 -0.52966
H 4.14187 -0.92352 3.93163
H -2.28354 3.45091 -3.58011
H 4.76785 0.49323 1.94204
H -1.76017 -0.33062 3.75534
H -4.33346 2.29255 -4.25556
H -1.61842 1.68726 -1.63952
H 6.16448 0.68440 -0.58288
H -2.21172 2.04759 3.82604
H -5.39207 -2.47347 -2.83024
H -4.07758 -2.64478 -3.99725
H -5.37170 1.63807 -0.70481



Question: Among the records above, which one has the highest ΔE to the lowest compared entry with this formula, charge and spin?
Answer: C25H36NO2Tb



Question: Look up the ΔE to the lowest compared entry with this formula, charge and spin of the second one.
Answer: 24.6 kcal/mol



Question: ΔE to the lowest compared entry with this formula, charge and spin of number 3 (C25H37BiN7O2PS)?
Answer: 6.7 kcal/mol



Copy entry 1 word for word.
The following is a DFT calculation (ωB97M-V/def2-TZVPD) of a molecular structure, C25H36NO2Tb.

2S+1 ... 7
Highest occupied orbital energy (alpha / beta) ... -6.176 / -6.176 eV
Frontier orbital gap (alpha / beta) ... 6.294 / 6.468 eV
Total charge ... 0
ΔE to the lowest compared entry with this formula, charge and spin ... 41.2 kcal/mol

Cartesian coordinates (Å):
Tb 0.30469 0.58869 -0.62383
O -2.20003 1.26431 -4.79008
O -0.25512 3.99919 -3.56024
N -1.55963 -0.10841 1.09573
C 1.69001 2.64416 -0.80051
C -2.85834 0.00072 -5.07800
C -3.71091 -0.69776 1.56182
C 0.80059 -1.88496 -0.49078
C 0.68285 2.05586 1.21548
C -2.88109 -1.54335 2.32030
C 0.55545 4.97631 -4.30694
C -3.42611 1.32929 0.08106
C -2.88531 0.20485 0.86234
C -1.55816 -1.12268 2.06098
C -1.79106 -0.80471 -5.92641
C 0.66367 6.31085 -3.53752
C -1.11941 3.93900 -4.76932
C 1.76312 -1.25294 0.36125
C -0.45419 -0.17778 -5.42073
C 2.30327 -0.76747 -1.83916
C -0.91446 0.69210 -4.21372
C -0.28526 2.75086 0.41010
C -0.36964 -1.63254 2.77042
C -0.37593 4.96453 -5.58378
C 2.65699 -0.51977 -0.48180
C 0.32523 3.06554 -0.84306
C 1.92126 4.39807 -4.62608
C 1.92895 2.06592 0.48950
C 1.16207 -1.61616 -1.86252
H -0.10431 0.51860 -6.20256
H -2.78159 1.60962 -0.77829
H -1.30567 3.00422 0.72138
H 1.00442 6.07986 -2.50205
H 1.38801 7.02203 -3.99923
H -0.30809 6.81918 -3.49184
H 1.87022 -1.35951 1.44147
H 1.84295 3.54634 -5.32180
H -0.09696 -2.44030 -0.16033
H 0.20503 -2.31346 2.12223
H -1.12987 0.05737 -3.28393
H -3.16831 -2.34853 2.99960
H -3.04134 -0.55210 -4.11444
H 0.73713 -2.09952 -2.76322
H -0.13785 3.53220 -1.72359
H 3.52185 0.04973 -0.15456
H -4.78722 -0.73578 1.47598
H 2.43775 4.05758 -3.72236
H -4.42071 1.00041 -0.31239
H -2.15132 4.24201 -4.53330
H 0.08347 4.64464 -6.52588
H 0.28052 -0.80994 3.12401
H -3.61852 2.22113 0.71731
H -1.92215 -0.65028 -7.01740
H -0.99593 5.84280 -5.74309
H -0.69974 -2.21396 3.64948
H 2.86101 1.61832 0.85791
H 0.51827 1.60769 2.20254
H -0.16901 1.46203 -3.94602
H 2.87900 -0.43847 -2.70432
H 2.42695 2.81399 -1.57793
H -3.87194 0.17980 -5.52240
H 2.56505 5.14264 -5.12402
H -1.03294 2.93124 -5.17468
H 0.35307 -0.90622 -5.24482
H -1.84954 -1.86932 -5.67425